1.
C5H4INO | the ωB97M-V functional and the def2-TZVPD basis

Calculated values
**HOMO**: -8.818 eV
**Maximum force**: 2.4 eV/A
**Relative energy (zero: lowest compared OMol25 entry of this formula, charge and spin)**: 131.4 kJ/mol
**Orbital gap**: 0.3399 hartree
**Net charge**: 0

Positions of all 12 atoms, in Å:
C1 -0.8957 -1.1774 0.3250
C2 0.4499 -1.6353 -0.0281
C3 -1.0970 0.0422 -0.2929
C4 0.8743 -0.6583 -0.8837
C5 1.2394 2.2287 1.3599
N1 0.1197 2.3995 1.0825
O1 0.0063 0.3631 -1.0031
I1 2.7691 -0.2874 -1.7204
H1 -1.7271 -1.7225 0.6421
H2 1.0185 -2.5196 0.1666
H3 -1.9856 0.6685 -0.3896
H4 -0.7719 2.2988 0.7417


2.
C5H4INO | the ωB97M-V functional and the def2-TZVPD basis

Calculated values
**HOMO**: -10.416 eV
**Maximum force**: 7.0 eV/A
**Relative energy (zero: lowest compared OMol25 entry of this formula, charge and spin)**: 290.9 kJ/mol
**Orbital gap**: 0.3284 hartree
**Net charge**: 0

Positions of all 12 atoms, in Å:
C1 -1.0070 1.8515 0.6968
C2 -0.1795 -0.0717 -1.1821
C3 1.1634 -0.1052 -0.4632
C4 0.3797 -0.7096 0.7554
C5 -0.9499 -0.2547 0.1564
N1 -0.8392 2.9263 0.9907
O1 -0.4803 -0.1490 -2.3361
I1 -2.8642 -1.1385 0.3334
H1 1.9050 -0.8799 -0.9569
H2 1.7460 0.8548 -0.3996
H3 0.2432 -1.7768 0.6492
H4 0.8827 -0.5472 1.7562


3.
C5H4MnO2 | the ωB97M-V functional and the def2-TZVPD basis

Calculated values
**HOMO (alpha / beta)**: -17.362 / -16.478 eV
**Maximum force**: 6.1 eV/A
**Multiplicity**: 6
**Relative energy (zero: lowest compared OMol25 entry of this formula, charge and spin)**: 0.0 kJ/mol
**Orbital gap (alpha / beta)**: 0.2491 / 0.1871 hartree
**Net charge**: +2

Positions of all 12 atoms, in Å:
O1 0.3869 0.6324 2.3860
C1 -0.5924 0.5906 1.7837
C2 -1.7452 0.5067 1.1067
C3 -2.5212 1.6461 0.7051
C4 -3.8573 1.7598 0.6397
H1 -2.1534 -0.5039 1.0275
H2 -4.4878 1.3687 1.4389
H3 -4.3130 2.5214 0.0049
C5 -1.7958 3.1036 0.5251
O2 -0.5812 3.2184 0.7630
Mn1 0.0206 4.7123 1.6766
H4 -2.2210 3.6215 -0.3539


4.
C5H4N | the ωB97M-V functional and the def2-TZVPD basis

Calculated values
**HOMO (alpha / beta)**: -16.282 / -16.282 eV
**Maximum force**: 3.8 eV/A
**Relative energy (zero: lowest compared OMol25 entry of this formula, charge and spin)**: 338.5 kJ/mol
**Orbital gap (alpha / beta)**: 0.2988 / 0.2988 hartree
**Net charge**: +1

Positions of all 10 atoms, in Å:
C1 -0.0483 1.0272 -0.5818
C2 0.1117 0.8868 0.6183
C3 -0.4649 -1.3010 -0.4010
C4 -0.5503 0.6461 -1.7684
C5 0.5590 -0.2705 1.5276
N1 0.0259 -1.3093 0.6707
H1 -1.5537 0.7063 -1.9307
H2 0.1949 0.1595 -2.3664
H3 1.5565 -0.2502 1.6718
H4 0.1692 -0.2949 2.5598


5.
C5H4N | the ωB97M-V functional and the def2-TZVPD basis

Calculated values
**HOMO (alpha / beta)**: -14.498 / -16.546 eV
**Maximum force**: 6.1 eV/A
**Multiplicity**: 3
**Relative energy (zero: lowest compared OMol25 entry of this formula, charge and spin)**: 428.2 kJ/mol
**Orbital gap (alpha / beta)**: 0.2779 / 0.2886 hartree
**Net charge**: +1

Positions of all 10 atoms, in Å:
C1 3.4004 -0.5381 0.2571
C2 2.1521 -0.9172 -0.1805
C3 1.6929 1.0558 -0.0721
C4 2.9842 0.6506 -0.1769
C5 -0.3410 -0.5852 0.0297
N1 1.0656 -0.2255 0.1613
H1 1.0840 2.0037 -0.2683
H2 -0.8603 0.1258 -0.4677
H3 -0.4901 -1.5027 -0.4928
H4 -0.7106 -0.6894 1.0185


6.
C5H4N2 | the ωB97M-V functional and the def2-TZVPD basis

Calculated values
**HOMO**: -10.063 eV
**Maximum force**: 1.1 eV/A
**SMILES**: C#C[C@H]1N[C@H]1C#N
**Relative energy (zero: lowest compared OMol25 entry of this formula, charge and spin)**: 287.1 kJ/mol
**Orbital gap**: 0.4028 hartree
**Net charge**: 0

Positions of all 11 atoms, in Å:
C1 -1.0410 1.4399 1.5828
C2 -0.2738 1.0825 0.7274
C3 0.6539 0.6386 -0.2873
N1 1.4748 -0.5478 -0.0700
C4 0.3832 -0.6320 -1.0350
C5 -0.7994 -1.4023 -0.7042
N2 -1.7257 -2.0430 -0.4386
H1 -1.7397 1.7460 2.3298
H2 1.1670 1.4271 -0.8317
H3 1.2104 -1.0016 0.8020
H4 0.6902 -0.7074 -2.0751


7.
C5H4N2 | the ωB97M-V functional and the def2-TZVPD basis

Calculated values
**HOMO**: -9.964 eV
**Maximum force**: 1.4 eV/A
**SMILES**: C#C[C@H]1N[C@H]1C#N
**Relative energy (zero: lowest compared OMol25 entry of this formula, charge and spin)**: 340.4 kJ/mol
**Orbital gap**: 0.4032 hartree
**Net charge**: 0

Positions of all 11 atoms, in Å:
C1 -1.5046 -0.7345 -1.1375
C2 -0.4553 -0.1498 -1.2347
C3 0.7307 0.4711 -0.6869
N1 0.5058 1.4950 0.3378
C4 0.9354 0.1777 0.7851
C5 0.0067 -0.8170 1.2755
N2 -0.8281 -1.6182 1.3262
H1 -2.4598 -1.1919 -0.9920
H2 1.6174 0.5650 -1.3065
H3 -0.4955 1.6395 0.4612
H4 1.9472 0.1630 1.1718


8.
C5H4N2 | the ωB97M-V functional and the def2-TZVPD basis

Calculated values
**HOMO**: -8.617 eV
**Maximum force**: 0.8 eV/A
**Relative energy (zero: lowest compared OMol25 entry of this formula, charge and spin)**: 700.5 kJ/mol
**Orbital gap**: 0.2882 hartree
**Net charge**: 0

Positions of all 11 atoms, in Å:
C1 2.9982 -0.9722 0.4841
C2 1.8194 -0.5392 0.4700
C3 0.4504 -0.1588 0.3626
C4 -0.7683 -0.8388 0.4007
N1 -1.6547 -0.0203 -0.2148
N2 -1.1752 1.1052 -0.6829
C5 0.1276 1.0807 -0.3167
H1 1.2177 0.3199 -0.7618
H2 -1.0474 -1.8010 0.8068
H3 -2.6497 -0.1835 -0.3090
H4 0.6821 2.0080 -0.2390


9.
C5H4N2 | the ωB97M-V functional and the def2-TZVPD basis

Calculated values
**HOMO**: -8.929 eV
**Maximum force**: 0.7 eV/A
**SMILES**: C#Cc1cn[nH]c1
**Relative energy (zero: lowest compared OMol25 entry of this formula, charge and spin)**: 183.1 kJ/mol
**Orbital gap**: 0.3622 hartree
**Net charge**: 0

Positions of all 11 atoms, in Å:
C1 2.8109 -0.4188 0.0793
C2 1.6151 -0.3263 0.2204
C3 0.2133 -0.0533 0.1784
C4 -0.9105 -0.8436 0.3213
N1 -1.9632 -0.0828 -0.0492
N2 -1.6181 1.1597 -0.4178
C5 -0.3075 1.1821 -0.2774
H1 3.8634 -0.4657 -0.0948
H2 -1.0324 -1.8623 0.6505
H3 -2.9339 -0.3570 -0.1092
H4 0.2630 2.0681 -0.5015


10.
C5H4N2 | the ωB97M-V functional and the def2-TZVPD basis

Calculated values
**HOMO**: -8.881 eV
**Maximum force**: 4.9 eV/A
**SMILES**: N#Cc1ccc[nH]1
**Relative energy (zero: lowest compared OMol25 entry of this formula, charge and spin)**: 132.7 kJ/mol
**Orbital gap**: 0.3509 hartree
**Net charge**: 0

Positions of all 11 atoms, in Å:
C1 -2.1187 -0.0387 -0.0497
C2 -0.7500 -0.0392 0.3195
C3 0.0726 1.0949 0.2231
C4 1.3661 0.7174 0.0126
C5 1.4187 -0.6219 -0.0628
H1 -0.4769 1.9244 -0.1117
H2 2.1615 1.3628 -0.1909
H3 2.0249 -1.4110 -0.3684
H4 -0.4955 -1.9185 0.0503
N1 -3.2614 0.0459 -0.0378
N2 0.0588 -1.1160 0.2158


11.
C5H4N2 | the ωB97M-V functional and the def2-TZVPD basis

Calculated values
**HOMO**: -8.719 eV
**Maximum force**: 0.7 eV/A
**Relative energy (zero: lowest compared OMol25 entry of this formula, charge and spin)**: 543.2 kJ/mol
**Orbital gap**: 0.2992 hartree
**Net charge**: 0

Positions of all 11 atoms, in Å:
C1 -1.5032 0.4381 1.8111
C2 -1.0131 0.5197 0.7163
C3 -0.5554 -0.9676 -0.9022
C4 -0.3800 0.4982 -0.6142
N1 1.0707 0.6973 -0.4855
N2 1.6799 -0.4426 -0.4549
C5 0.7701 -1.4082 -0.6681
H1 -1.9398 0.3521 2.7815
H2 -0.8285 1.2153 -1.3074
H3 1.5779 1.5300 -0.2210
H4 1.1213 -2.4322 -0.6556


12.
C5H4N2O | the ωB97M-V functional and the def2-TZVPD basis

Calculated values
**HOMO**: -8.940 eV
**Maximum force**: 8.3 eV/A
**SMILES**: N#Cc1cc(N)co1
**Relative energy (zero: lowest compared OMol25 entry of this formula, charge and spin)**: 351.3 kJ/mol
**Orbital gap**: 0.3325 hartree
**Net charge**: 0

Positions of all 12 atoms, in Å:
C1 0.5808 -0.0118 0.6242
C2 1.3304 -0.3013 -0.4405
C3 -0.7769 -0.0378 -1.0204
C4 -0.8526 0.1871 0.3284
C5 -1.7027 -0.2361 -2.1271
H1 1.7848 0.7133 2.1077
H2 -0.0739 0.5648 2.4405
H3 2.4030 -0.8433 -0.7453
H4 -1.5235 0.4892 1.3260
N1 0.9215 0.1038 2.0092
N2 -2.5465 -0.6033 -2.9534
O1 0.4555 -0.0246 -1.5493


13.
C5H4N2O | the ωB97M-V functional and the def2-TZVPD basis

Calculated values
**HOMO**: -11.370 eV
**Maximum force**: 12.9 eV/A
**Relative energy (zero: lowest compared OMol25 entry of this formula, charge and spin)**: 569.5 kJ/mol
**Orbital gap**: 0.3940 hartree
**Net charge**: 0

Positions of all 12 atoms, in Å:
C1 0.3979 -0.5118 0.2064
C2 -0.4473 0.7953 0.0233
C3 -1.7155 0.5543 -0.2547
C4 1.3225 -0.3185 1.5904
C5 1.5533 -0.3276 -0.8497
H1 -0.9205 -1.5932 -0.7608
H2 0.1714 1.6804 0.0593
H3 -2.5443 1.3345 -0.3400
H4 -2.1613 -0.5318 -0.4672
N1 2.0719 0.4921 2.3477
N2 2.2928 0.2278 -1.6305
O1 -0.0209 -1.8017 0.0757


14.
C5H4N2O | the ωB97M-V functional and the def2-TZVPD basis

Calculated values
**HOMO**: -9.504 eV
**Maximum force**: 7.0 eV/A
**SMILES**: C#CC1(O)C=NN=C1
**Relative energy (zero: lowest compared OMol25 entry of this formula, charge and spin)**: 466.9 kJ/mol
**Orbital gap**: 0.3334 hartree
**Net charge**: 0

Positions of all 12 atoms, in Å:
C1 -0.2340 -0.0797 0.2949
C2 1.2335 -0.5179 0.6295
C3 -0.5208 -1.1206 -0.7873
C4 -0.1977 1.2317 -0.4262
C5 -0.0560 2.5011 -0.5730
H1 -1.4255 -0.9772 1.5059
H2 1.8537 -0.2662 1.4224
H3 -1.4967 -1.2000 -1.2910
H4 -0.2392 3.6060 -0.6836
N1 1.6271 -1.3358 -0.3545
N2 0.5460 -1.7789 -1.0385
O1 -1.0904 -0.0626 1.3015